No. 1
DFT (ωB97M-V/def2-TZVPD) results for a molecular structure, C36H54B2HfN11S4 in a non-equilibrium geometry.

Structure (XYZ):
```
108
Properties=species:S:1:pos:R:3:lowdin_charge:R:1
Hf 1.738 -1.752 -1.308 0.9877
C -0.257 1.775 -4.022 -0.0270
C -0.342 1.980 -2.544 -0.2143
C -0.354 3.225 -1.971 0.1154
C -0.418 3.393 -0.571 -0.1646
N -0.450 2.341 0.220 0.2260
N -0.445 1.124 -0.338 0.0456
B -0.502 -0.003 0.693 -0.6534
N -1.629 -0.994 0.519 0.0087
N -2.767 -0.266 0.600 0.2053
C -3.908 -0.901 0.567 -0.1758
C -3.927 -2.321 0.491 0.1019
C -2.779 -3.049 0.404 -0.2157
C -2.787 -4.540 0.300 -0.0367
C -1.551 -2.318 0.376 -0.5713
S -0.043 -3.130 0.161 0.6907
C -5.189 -0.097 0.633 -0.5443
C -4.902 1.400 0.566 -0.0422
C -6.084 -0.503 -0.547 -0.0230
C -5.888 -0.432 1.960 -0.0158
N 0.807 -0.397 1.431 0.1282
N -0.100 0.305 2.138 0.2490
C -0.003 0.536 3.425 -0.0749
C 1.238 0.141 3.997 0.1227
C 2.193 -0.547 3.303 -0.1863
C 3.478 -0.966 3.928 -0.0283
C 1.923 -0.907 1.927 -0.6049
S 2.970 -1.923 1.041 0.7040
C -1.184 1.067 4.203 -0.5162
C -2.094 -0.158 4.430 -0.0028
C -0.738 1.634 5.551 -0.0281
C -1.940 2.132 3.411 -0.0259
C -0.395 0.887 -1.655 -0.5267
S -0.410 -0.766 -2.254 0.6841
C -0.511 4.759 0.091 -0.5325
C -1.979 4.934 0.514 -0.0170
C -0.123 5.878 -0.879 -0.0396
C 0.405 4.828 1.315 -0.0310
H -0.144 2.729 -4.531 0.0997
H -1.157 1.286 -4.397 0.1006
H 0.591 1.135 -4.271 0.0671
H -0.299 4.099 -2.605 0.1340
H -4.881 -2.831 0.492 0.1389
H -3.778 -4.930 0.517 0.0989
H -2.071 -4.989 0.987 0.0850
H -2.511 -4.848 -0.710 0.0896
H -4.401 1.673 -0.364 0.0877
H -4.281 1.732 1.397 0.0651
H -5.845 1.942 0.611 0.1018
H -5.571 -0.380 -1.502 0.0967
H -6.968 0.133 -0.560 0.1021
H -6.433 -1.533 -0.470 0.0865
H -5.289 -0.108 2.813 0.0858
H -6.088 -1.499 2.064 0.0894
H -6.846 0.085 2.006 0.1045
H 1.418 0.384 5.035 0.1375
H 3.563 -0.582 4.941 0.1023
H 4.320 -0.605 3.335 0.1003
H 3.545 -2.055 3.954 0.1021
H -1.561 -0.978 4.913 0.1012
H -2.516 -0.512 3.488 0.0731
H -2.916 0.134 5.083 0.1069
H -0.341 0.866 6.215 0.0944
H -1.603 2.069 6.048 0.1065
H 0.004 2.425 5.435 0.1051
H -2.172 1.805 2.398 0.0508
H -1.370 3.058 3.357 0.0835
H -2.878 2.346 3.924 0.1079
H -2.656 4.847 -0.338 0.0955
H -2.114 5.925 0.946 0.1025
H -2.265 4.192 1.260 0.0679
H -0.836 5.990 -1.698 0.0918
H 0.876 5.731 -1.292 0.0964
H -0.115 6.822 -0.337 0.1031
H 0.226 4.001 1.999 0.0585
H 0.215 5.761 1.844 0.1019
H 1.453 4.808 1.024 0.0762
C 0.241 -4.829 -2.948 0.0115
C 1.669 -4.778 -2.545 -0.3637
N 2.281 -3.820 -1.849 -0.1403
C 3.618 -4.199 -1.741 -0.1359
C 3.796 -5.386 -2.358 -0.0211
N 2.557 -5.728 -2.855 0.1512
H -0.201 -3.833 -2.958 0.0580
H -0.326 -5.442 -2.246 0.0940
H 0.143 -5.257 -3.944 0.1045
H 4.341 -3.608 -1.201 0.0962
H 4.661 -6.013 -2.476 0.1378
H 2.343 -6.572 -3.368 0.1877
B 3.180 2.608 -0.087 -0.3604
C 2.765 1.241 -0.650 -0.1432
N 2.401 0.191 -1.019 -0.0900
H 2.666 3.445 -0.791 0.0381
H 2.748 2.597 1.049 0.0393
H 4.386 2.632 -0.125 0.0442
C 5.593 -0.867 -2.339 0.0125
N 5.403 -1.404 -3.678 -0.0967
C 6.452 -1.717 -4.532 -0.0058
C 5.914 -2.138 -5.694 -0.0169
N 4.547 -2.087 -5.528 0.0859
C 4.239 -1.638 -4.299 -0.6916
S 2.596 -1.370 -3.835 0.6235
H 6.335 -0.073 -2.375 0.1168
H 5.935 -1.649 -1.662 0.1000
H 4.654 -0.438 -1.995 0.0453
H 7.478 -1.594 -4.235 0.1437
H 6.373 -2.456 -6.612 0.1395
H 3.854 -2.314 -6.225 0.1661
```

Values from the calculation:
HOMO (eV): -15.76
Largest force on an atom (eV/A): 1.25
Kohn-Sham gap (eV): 7.477
E_tot (eV): -100583.330
Energy above the lowest of the compared OMol25 structures with the same formula, charge and spin (kJ/mol): 27.72
Net charge: +3

No. 2
DFT (ωB97M-V/def2-TZVPD) results for 3 unconnected molecules or ions with the total composition C36H54ClN4O11S3 in a non-equilibrium geometry.

Structure (XYZ):
```
109
Properties=species:S:1:pos:R:3:lowdin_charge:R:1
C -1.373 -5.887 -3.651 -0.0797
C -1.312 -4.358 -3.708 -0.2636
C -0.385 -3.794 -2.631 -0.6405
Cl 1.284 -3.616 -3.213 0.7372
C -0.880 -2.512 -1.912 -0.2111
C -1.561 -2.957 -0.609 -0.2000
C -0.537 -2.969 0.542 -0.1409
C 0.784 -3.678 0.262 -0.2595
C 1.784 -3.447 1.421 -0.4456
S 3.051 -2.328 0.785 0.9037
C 3.748 -1.673 2.307 -1.0553
S 4.621 -2.632 3.264 0.7408
N 3.582 -0.302 2.614 -0.0944
C 3.179 0.549 1.518 -0.2726
C 1.862 0.809 1.162 -0.0576
C 1.594 1.645 0.095 -0.0843
C 2.618 2.210 -0.653 -0.0677
C 3.929 1.934 -0.309 -0.0514
C 4.204 1.121 0.781 -0.0035
C 2.882 -0.063 3.859 -0.2569
C 3.564 0.638 4.849 -0.0002
C 2.957 0.878 6.070 -0.0727
C 1.672 0.423 6.320 -0.0882
C 0.986 -0.281 5.341 -0.0740
C 1.602 -0.526 4.117 -0.0443
C -2.766 -2.118 -0.121 -0.1938
C -3.714 -2.992 0.711 -0.1127
C -4.850 -3.703 -0.024 -0.1540
C -4.467 -4.461 -1.272 -0.2772
O -5.655 -5.059 -1.755 -0.0377
N -3.484 -1.441 -1.256 0.0870
C -4.596 -0.545 -0.851 -0.1228
O -4.438 0.018 0.418 0.0174
C -4.039 1.344 0.417 -0.5212
C -2.985 1.632 1.413 0.0392
O -4.556 2.134 -0.307 0.1503
C -2.604 -0.828 -2.081 -0.2938
N -2.516 0.545 -2.138 0.1713
N -1.795 -1.641 -2.793 -0.0003
S -0.851 -0.835 -4.047 0.6630
C -2.004 0.190 -4.922 -0.1044
O 0.157 -0.034 -3.429 -0.2541
O -0.461 -1.867 -4.945 -0.2757
H -2.252 -6.229 -4.189 0.0762
H -1.495 -6.243 -2.630 0.0714
H -0.498 -6.343 -4.098 0.0810
H -0.912 -4.093 -4.676 0.0869
H -2.323 -3.983 -3.574 0.0953
H -0.324 -4.546 -1.856 0.0729
H -0.010 -1.900 -1.680 0.1299
H -1.939 -3.972 -0.701 0.1320
H -0.292 -1.930 0.780 0.1215
H -0.997 -3.406 1.425 0.1272
H 1.218 -3.222 -0.624 0.0261
H 0.667 -4.743 0.084 0.1237
H 2.220 -4.381 1.755 0.0776
H 1.290 -2.995 2.272 0.0593
H 1.044 0.367 1.709 0.0886
H 0.578 1.878 -0.183 0.0854
H 2.379 2.852 -1.485 0.1024
H 4.730 2.361 -0.890 0.1064
H 5.227 0.909 1.050 0.1239
H 4.567 0.978 4.652 0.1231
H 3.501 1.404 6.839 0.1120
H 1.192 0.586 7.272 0.1113
H -0.005 -0.660 5.533 0.1056
H 1.073 -1.095 3.367 0.0905
H -2.375 -1.359 0.551 0.1344
H -3.138 -3.716 1.278 0.1223
H -4.176 -2.332 1.440 0.1204
H -5.249 -4.450 0.659 0.1310
H -5.685 -3.042 -0.231 0.1054
H -3.737 -5.237 -1.014 0.1219
H -4.020 -3.826 -2.040 0.0995
H -5.487 -5.447 -2.616 0.0906
H -4.742 0.234 -1.584 0.1271
H -5.495 -1.147 -0.855 0.1391
H -3.402 1.440 2.401 0.1092
H -2.131 0.966 1.316 0.0776
H -2.713 2.677 1.367 0.1021
H -1.908 0.987 -1.467 0.1394
H -3.011 1.134 -2.778 0.1165
H -1.596 0.180 -5.926 0.0866
H -1.924 1.189 -4.523 0.0628
H -3.012 -0.206 -4.888 0.0846
C 0.585 2.956 4.442 -0.0416
O 0.408 4.287 3.952 0.0057
C 0.054 5.166 4.897 -0.6270
O -0.121 4.907 6.057 0.1291
O -0.076 6.358 4.328 0.0056
C -0.453 7.406 5.232 -0.0305
H 0.868 2.349 3.584 0.0802
H 1.375 2.911 5.183 0.0860
H -0.344 2.578 4.865 0.0986
H 0.299 7.531 6.007 0.0991
H -1.419 7.191 5.685 0.0975
H -0.518 8.306 4.631 0.0939
C 4.959 2.692 -4.954 -0.0351
O 4.978 4.077 -5.311 0.0094
C 4.683 4.909 -4.316 -0.6284
O 4.407 4.586 -3.188 0.1067
O 4.745 6.152 -4.777 0.0111
C 4.457 7.164 -3.807 -0.0324
H 5.216 2.150 -5.858 0.0945
H 5.695 2.486 -4.179 0.0968
H 3.969 2.395 -4.614 0.0920
H 5.173 7.123 -2.988 0.0985
H 3.447 7.049 -3.421 0.0960
H 4.548 8.110 -4.330 0.0952
```

Values from the calculation:
HOMO (eV): -10.08
Largest force on an atom (eV/A): 2.28
Kohn-Sham gap (eV): 5.241
E_tot (eV): -111710.186
Energy above the lowest of the compared OMol25 structures with the same formula, charge and spin (kJ/mol): 0.00
Net charge: +1

No. 3
DFT (ωB97M-V/def2-TZVPD) results for a molecular structure, C36H54F6FeN3O6S2.

Structure (XYZ):
```
108
Properties=species:S:1:pos:R:3:lowdin_charge:R:1
Fe 0.004 0.300 0.112 1.0880
C -0.179 3.515 0.730 -0.0789
N 0.632 2.563 -0.040 -0.2821
C 2.030 2.731 0.400 -0.0515
C 0.490 2.897 -1.468 -0.1666
C 1.119 1.828 -2.334 -0.1462
N 0.522 0.528 -1.979 -0.1886
C 1.491 -0.584 -2.264 -0.1028
C 2.778 -0.543 -1.492 -0.1438
C 3.978 -0.599 -2.192 0.0166
C 5.197 -0.674 -1.534 -0.1600
C 5.159 -0.701 -0.146 0.0166
C 3.992 -0.631 0.614 -0.0769
C 2.785 -0.534 -0.089 -0.2479
O 1.620 -0.375 0.560 -0.1815
C 4.125 -0.694 2.143 -0.5251
C 5.030 0.452 2.625 -0.0409
C 2.804 -0.587 2.912 -0.0545
C 4.764 -2.042 2.517 -0.0402
C 6.540 -0.745 -2.263 -0.5592
C 7.231 -2.074 -1.927 -0.0439
C 6.374 -0.660 -3.780 -0.0708
C 7.434 0.419 -1.813 -0.0468
C -0.763 0.304 -2.718 -0.0873
C -1.982 0.058 -1.860 -0.1489
C -3.193 0.693 -2.154 0.0153
C -4.353 0.333 -1.493 -0.1591
C -4.277 -0.730 -0.577 0.0382
C -3.108 -1.394 -0.255 -0.0783
C -1.931 -0.924 -0.869 -0.3008
O -0.700 -1.356 -0.494 -0.1726
C -3.081 -2.664 0.599 -0.5115
C -2.135 -2.554 1.803 -0.0381
C -2.602 -3.811 -0.305 -0.0353
C -4.478 -3.021 1.114 -0.0563
C -5.711 0.976 -1.771 -0.5521
C -5.605 2.136 -2.763 -0.0679
C -6.647 -0.084 -2.372 -0.0442
C -6.326 1.512 -0.470 -0.0396
H 0.212 4.530 0.596 0.1058
H -1.198 3.495 0.368 0.0778
H -0.166 3.262 1.788 0.0758
H 2.339 3.776 0.269 0.1027
H 2.102 2.472 1.456 0.0961
H 2.709 2.090 -0.152 0.0798
H -0.581 2.953 -1.685 0.1271
H 0.920 3.884 -1.678 0.1360
H 0.952 2.048 -3.393 0.1335
H 2.195 1.777 -2.183 0.1178
H 0.954 -1.505 -2.045 0.1281
H 1.720 -0.560 -3.334 0.1319
H 3.935 -0.596 -3.274 0.1067
H 6.099 -0.781 0.384 0.1040
H 4.607 1.422 2.352 0.0827
H 5.117 0.418 3.714 0.0878
H 6.036 0.396 2.210 0.0752
H 2.296 0.363 2.737 0.0717
H 2.114 -1.391 2.659 0.0897
H 3.026 -0.653 3.979 0.0901
H 5.751 -2.167 2.069 0.0757
H 4.875 -2.112 3.602 0.0875
H 4.136 -2.871 2.185 0.0940
H 6.612 -2.920 -2.232 0.0914
H 8.190 -2.144 -2.447 0.0856
H 7.422 -2.167 -0.857 0.0784
H 5.789 -1.495 -4.170 0.0860
H 5.891 0.273 -4.081 0.0859
H 7.356 -0.693 -4.256 0.0856
H 7.630 0.388 -0.740 0.0767
H 8.397 0.376 -2.329 0.0853
H 6.966 1.379 -2.042 0.0894
H -0.947 1.172 -3.352 0.1200
H -0.610 -0.550 -3.384 0.1394
H -3.201 1.459 -2.919 0.1070
H -5.193 -1.046 -0.098 0.1010
H -1.096 -2.488 1.485 0.0776
H -2.375 -1.690 2.419 0.0354
H -2.241 -3.447 2.423 0.0917
H -1.606 -3.613 -0.704 0.0793
H -2.560 -4.738 0.273 0.0883
H -3.293 -3.963 -1.139 0.0894
H -4.892 -2.239 1.751 0.0713
H -5.175 -3.206 0.292 0.0866
H -4.417 -3.933 1.709 0.0903
H -5.245 1.803 -3.739 0.0839
H -6.591 2.581 -2.910 0.0873
H -4.939 2.918 -2.392 0.0853
H -6.216 -0.511 -3.280 0.0904
H -6.830 -0.900 -1.671 0.0811
H -7.611 0.364 -2.624 0.0842
H -5.821 2.423 -0.144 0.0764
H -7.381 1.749 -0.625 0.0873
H -6.263 0.787 0.344 0.0803
F -2.782 3.785 2.524 0.1472
C -3.214 2.566 2.218 -0.6587
F -3.429 2.513 0.904 0.1284
F -4.355 2.347 2.844 0.1558
S -1.947 1.284 2.735 0.6345
O -1.385 0.908 1.419 -0.3571
O -1.050 1.952 3.624 -0.2475
N -2.767 0.108 3.274 -0.2984
S -3.080 -0.012 4.858 0.6192
O -3.578 1.203 5.425 -0.2614
O -2.079 -0.773 5.532 -0.2505
C -4.543 -1.124 4.705 -0.6903
F -5.106 -1.232 5.903 0.1504
F -4.175 -2.332 4.293 0.1418
F -5.436 -0.632 3.851 0.1375
```

Values from the calculation:
HOMO (spin up / spin down) (eV): -8.25 / -8.39
Spin multiplicity: 6
Largest force on an atom (eV/A): 0.69
Kohn-Sham gap (spin up / spin down) (eV): 8.431 / 7.378
E_tot (eV): -127327.516
<S²>: 8.765
Energy above the lowest of the compared OMol25 structures with the same formula, charge and spin (kJ/mol): 9.26

No. 4
DFT (ωB97M-V/def2-TZVPD) results for a molecular structure, C36H54N5O2P2Sr in a non-equilibrium geometry.

Structure (XYZ):
```
100
Properties=species:S:1:pos:R:3:lowdin_charge:R:1
C -1.282 -1.431 -2.505 -0.3820
C 0.739 -2.496 -1.743 -0.3687
C -1.494 -2.395 -3.486 -0.0675
C 0.490 -3.547 -2.699 -0.0350
C -0.588 -3.489 -3.554 -0.0674
H -2.354 -2.319 -4.156 0.1066
H 1.203 -4.375 -2.748 0.1121
H -0.747 -4.284 -4.292 0.1112
N -0.230 -1.483 -1.633 -0.1364
P -2.410 0.036 -0.486 1.0136
P 2.299 -0.895 -0.183 0.9474
C -2.263 -0.289 -2.319 -0.2443
H -1.860 0.638 -2.762 0.0639
H -3.222 -0.507 -2.814 0.0901
C 1.905 -2.440 -0.969 -0.2677
H 2.666 -3.210 -1.136 0.0709
C 3.452 0.059 -1.422 -0.6341
C 3.330 -1.290 1.379 -0.6714
C -3.359 1.683 -0.271 -0.6647
C -3.495 -1.451 0.084 -0.6396
C 3.481 1.558 -1.054 -0.1097
H 4.123 1.746 -0.179 0.0669
H 3.891 2.142 -1.901 0.0930
H 2.478 1.942 -0.818 0.0208
C 4.895 -0.469 -1.520 -0.0993
H 5.482 -0.281 -0.606 0.0646
H 4.917 -1.550 -1.741 0.0827
H 5.407 0.050 -2.353 0.0936
C 2.808 -0.164 -2.811 -0.1115
H 3.213 0.577 -3.526 0.0878
H 3.038 -1.175 -3.185 0.0894
H 1.713 -0.072 -2.793 0.0370
C 4.007 -0.011 1.907 -0.0856
H 3.273 0.804 2.032 0.0642
H 4.454 -0.220 2.897 0.0933
H 4.816 0.343 1.248 0.0652
C 2.377 -1.814 2.465 -0.1229
H 1.720 -1.016 2.841 0.0526
H 1.755 -2.643 2.091 0.0782
H 2.978 -2.188 3.316 0.0980
C 4.366 -2.401 1.105 -0.0919
H 5.104 -2.132 0.337 0.0569
H 4.917 -2.609 2.042 0.0896
H 3.865 -3.334 0.798 0.0785
C -3.944 -1.228 1.543 -0.0894
H -4.418 -2.156 1.913 0.0973
H -3.098 -0.997 2.208 0.0509
H -4.692 -0.422 1.622 0.0696
C -2.663 -2.754 -0.006 -0.0795
H -2.471 -3.040 -1.052 0.0797
H -1.700 -2.694 0.515 0.0455
H -3.255 -3.561 0.463 0.1023
C -4.734 -1.667 -0.812 -0.0849
H -5.280 -2.551 -0.431 0.0966
H -5.433 -0.820 -0.809 0.0586
H -4.449 -1.890 -1.854 0.0769
C -2.586 2.756 -1.066 -0.1100
H -2.579 2.560 -2.152 0.0812
H -3.080 3.732 -0.906 0.0966
H -1.547 2.835 -0.710 0.0604
C -3.292 2.083 1.219 -0.0996
H -2.251 2.092 1.578 0.0441
H -3.706 3.103 1.333 0.0986
H -3.877 1.410 1.864 0.0621
C -4.819 1.657 -0.756 -0.0863
H -4.906 1.302 -1.798 0.0892
H -5.457 1.028 -0.115 0.0687
H -5.226 2.684 -0.718 0.0926
Sr 0.000 0.000 0.000 1.0407
C -0.396 -1.103 1.542 -0.3487
O -0.717 -1.674 2.516 0.1136
N 0.259 1.331 -1.573 -0.0285
C 0.376 2.062 -2.487 -0.0833
C 0.539 2.899 -3.619 -0.1893
C 0.312 4.295 -3.527 -0.0086
C 0.936 2.327 -4.856 -0.0053
C 0.482 5.098 -4.657 -0.0582
H 0.009 4.729 -2.570 0.1237
C 1.098 3.147 -5.975 -0.0520
H 1.115 1.250 -4.916 0.1209
C 0.873 4.530 -5.881 -0.0472
H 0.308 6.176 -4.584 0.1156
H 1.406 2.704 -6.928 0.1177
H 1.004 5.167 -6.762 0.1173
C 2.710 4.645 3.055 0.0059
N 1.616 3.667 3.132 -0.0260
C 0.899 3.555 4.279 0.0020
C -0.104 2.615 4.377 -0.0087
C -0.360 1.768 3.299 -0.3363
N 0.354 1.876 2.124 0.1668
C 1.336 2.845 2.054 -0.5248
O 1.978 2.971 1.040 0.0548
N -1.364 0.793 3.468 0.0790
H 2.827 5.211 4.005 0.1032
H 2.517 5.368 2.237 0.1097
H 3.668 4.115 2.860 0.1121
H 1.108 4.188 5.133 0.1396
H -0.667 2.522 5.298 0.1173
H -2.263 1.129 3.843 0.1154
H -1.113 0.033 4.115 0.1124
```

Values from the calculation:
HOMO (eV): -8.39
Largest force on an atom (eV/A): 19.89
Kohn-Sham gap (eV): 5.142
E_tot (eV): -69155.522
Energy above the lowest of the compared OMol25 structures with the same formula, charge and spin (kJ/mol): 864.39
Net charge: +1

What is the formula in the second record? C36H54ClN4O11S3

Which value of energy above the lowest of the compared OMol25 structures with the same formula, charge and spin does entry 3 give? 9.26 kJ/mol

Among the records above, which one has the lowest largest force on an atom? C36H54F6FeN3O6S2

largest force on an atom of number 3 (C36H54F6FeN3O6S2)? 0.69 eV/A